1.
DFT (wB97M-V/def2-TZVPD) results for 5 unconnected molecules or ions with the total composition C46H106NO22P4S at a distorted geometry.

Last column: Löwdin charge in e.
CARTESIAN COORDINATES (ANGSTROEM)
C1 4.677 -2.106 2.393  -0.1074
O1 4.546 -2.334 0.946  -0.2908
C2 5.438 -1.468 0.159  -0.1994
C3 5.462 -1.868 -1.455  -0.1817
C4 4.048 -2.491 -2.004  -0.1997
C5 4.074 -4.130 -1.686  -0.1879
C6 2.754 -4.451 -0.750  -0.2132
C7 1.520 -4.883 -1.768  -0.2097
C8 0.685 -6.084 -0.961  -0.2175
C9 -0.692 -6.328 -1.829  -0.2121
C10 -1.886 -5.477 -1.095  -0.2155
C11 -3.076 -6.571 -0.669  -0.2163
C12 -4.241 -5.677 0.082  -0.2121
C13 -5.544 -5.346 -0.913  -0.1664
C14 -6.878 -5.587 0.009  -0.2457
C15 -6.882 -4.348 1.132  -0.1311
C16 -8.422 -4.383 1.784  -0.1269
C17 -9.411 -3.808 0.600  -0.2441
C18 -9.228 -2.148 0.623  -0.1480
C19 -10.623 -1.481 0.072  -0.2086
C20 -10.359 -0.183 -0.898  -0.2231
S1 -9.606 -0.631 -2.576  0.8050
O2 -10.126 -2.011 -3.124  -0.3636
O3 -10.131 0.454 -3.578  -0.3584
O4 -7.882 -0.526 -2.581  -0.2327
N1 -9.049 -4.275 -0.795  0.0899
C21 -8.297 -5.619 -0.807  -0.1695
C22 -8.216 -6.207 -2.334  -0.0709
O5 -8.353 -5.143 -3.382  -0.2046
O6 -7.223 -4.515 -3.543  -0.0604
H1 4.951 -0.994 2.657  0.0996
H2 3.628 -2.419 2.871  0.1148
H3 5.508 -2.836 2.797  0.0776
H4 6.534 -1.628 0.553  0.1326
H5 5.106 -0.345 0.230  0.1123
H6 5.742 -0.856 -2.020  0.1181
H7 6.320 -2.624 -1.712  0.1089
H8 3.155 -1.941 -1.464  0.1103
H9 3.936 -2.410 -3.184  0.1131
H10 4.153 -4.785 -2.653  0.1111
H11 5.027 -4.301 -0.987  0.1014
H12 2.393 -3.512 -0.137  0.1077
H13 2.952 -5.319 0.028  0.0963
H14 0.813 -3.958 -1.947  0.1147
H15 1.881 -5.280 -2.810  0.1106
H16 1.364 -7.040 -0.883  0.1150
H17 0.494 -5.700 0.142  0.1100
H18 -0.981 -7.475 -1.795  0.1100
H19 -0.516 -5.914 -2.911  0.1106
H20 -2.401 -4.665 -1.763  0.1122
H21 -1.558 -4.981 -0.059  0.1150
H22 -3.488 -7.176 -1.589  0.1122
H23 -2.636 -7.360 0.109  0.1247
H24 -3.817 -4.688 0.594  0.1211
H25 -4.620 -6.350 0.992  0.1096
H26 -5.427 -6.069 -1.824  0.1022
H27 -5.522 -4.225 -1.305  0.1233
H28 -6.749 -6.595 0.590  0.1531
H29 -6.694 -3.327 0.544  0.1200
H30 -6.060 -4.519 1.965  0.1344
H31 -8.607 -5.535 2.032  0.1343
H32 -8.410 -3.744 2.766  0.1285
H33 -10.511 -4.035 0.928  0.1729
H34 -8.273 -1.804 -0.004  0.1161
H35 -9.002 -1.813 1.746  0.1411
H36 -11.175 -2.320 -0.558  0.1186
H37 -11.260 -1.184 1.035  0.1483
H38 -9.708 0.652 -0.348  0.1388
H39 -11.431 0.288 -1.121  0.1469
H40 -7.597 0.189 -1.915  0.1089
H41 -8.550 -3.527 -1.339  0.1527
H42 -9.971 -4.486 -1.283  0.1998
H43 -9.011 -6.363 -0.203  0.1766
H44 -7.302 -6.903 -2.556  0.1498
H45 -9.185 -6.890 -2.478  0.1596
H46 -7.332 -3.547 -3.243  0.1348
O7 2.795 3.511 2.590  -0.2661
P1 4.244 3.684 2.071  0.7595
O8 3.963 5.201 1.438  -0.2400
C23 3.234 6.176 2.174  -0.2977
C24 4.120 6.919 3.156  -0.0721
O9 4.022 2.833 0.659  -0.2302
C25 2.983 1.877 0.534  -0.3082
C26 1.740 2.518 -0.061  -0.0669
O10 5.862 3.877 1.492  -0.2058
C27 6.709 4.901 1.972  -0.3051
C28 7.128 4.665 3.404  -0.0798
H47 2.374 5.743 2.691  0.0840
H48 2.832 6.889 1.447  0.1216
H49 4.581 6.227 3.867  0.0661
H50 3.538 7.655 3.721  0.0826
H51 4.921 7.448 2.637  0.0741
H52 2.772 1.395 1.494  0.1051
H53 3.338 1.090 -0.140  0.1006
H54 1.425 3.402 0.501  0.0627
H55 0.910 1.806 -0.082  0.0780
H56 1.938 2.854 -1.084  0.0811
H57 6.249 5.879 1.838  0.0917
H58 7.602 4.901 1.336  0.1310
H59 6.260 4.552 4.061  0.0626
H60 7.740 5.496 3.766  0.0864
H61 7.711 3.742 3.484  0.0831
O11 2.705 12.107 -2.678  -0.2580
P2 3.342 10.872 -1.996  0.7568
O12 2.384 9.777 -2.812  -0.2412
C29 2.149 9.912 -4.208  -0.2980
C30 3.272 9.307 -5.030  -0.0805
O13 2.423 10.949 -0.611  -0.2359
C31 1.815 12.163 -0.201  -0.3064
C32 0.395 12.253 -0.737  -0.0754
O14 4.054 9.492 -1.233  -0.2119
C33 4.749 8.508 -1.970  -0.3050
C34 6.061 9.028 -2.512  -0.0803
H62 1.985 10.953 -4.500  0.1033
H63 1.220 9.378 -4.429  0.1203
H64 4.228 9.784 -4.795  0.0648
H65 3.079 9.432 -6.101  0.0820
H66 3.373 8.239 -4.827  0.0729
H67 2.418 13.026 -0.499  0.1053
H68 1.786 12.163 0.893  0.1141
H69 0.356 12.115 -1.822  0.0710
H70 -0.049 13.222 -0.494  0.0775
H71 -0.227 11.465 -0.301  0.0740
H72 4.119 8.095 -2.757  0.0936
H73 4.953 7.679 -1.283  0.1264
H74 5.914 9.925 -3.121  0.0632
H75 6.554 8.264 -3.120  0.0856
H76 6.729 9.306 -1.691  0.0818
O15 -5.005 4.587 1.988  -0.2698
P3 -3.556 4.760 1.470  0.7586
O16 -3.837 6.277 0.836  -0.2378
C35 -4.566 7.252 1.572  -0.2973
C36 -3.680 7.996 2.555  -0.0780
O17 -3.778 3.909 0.058  -0.2284
C37 -4.817 2.953 -0.068  -0.3142
C38 -6.060 3.594 -0.663  -0.0743
O18 -1.938 4.953 0.891  -0.2010
C39 -1.091 5.977 1.370  -0.2961
C40 -0.672 5.742 2.803  -0.0776
H77 -5.426 6.819 2.089  0.1015
H78 -4.968 7.965 0.846  0.1216
H79 -3.219 7.303 3.265  0.0648
H80 -4.262 8.731 3.119  0.0830
H81 -2.879 8.524 2.035  0.0743
H82 -5.028 2.471 0.893  0.1003
H83 -4.462 2.166 -0.741  0.1111
H84 -6.375 4.479 -0.100  0.0753
H85 -6.890 2.883 -0.684  0.0553
H86 -5.862 3.930 -1.685  0.0827
H87 -1.551 6.956 1.237  0.0953
H88 -0.198 5.977 0.734  0.1293
H89 -1.540 5.628 3.459  0.0640
H90 -0.060 6.572 3.165  0.0839
H91 -0.089 4.818 2.882  0.0770
O19 6.373 -8.413 2.921  -0.2576
P4 5.530 -8.878 1.709  0.7567
O20 6.831 -8.915 0.666  -0.2393
C41 8.072 -9.482 1.068  -0.2971
C42 8.087 -10.989 0.892  -0.0803
O21 4.981 -7.365 1.292  -0.2351
C43 4.941 -6.311 2.240  -0.2984
C44 6.218 -5.490 2.176  -0.0666
O22 4.587 -9.399 0.354  -0.2113
C45 4.820 -10.637 -0.284  -0.3065
C46 4.422 -11.806 0.587  -0.0822
H92 8.332 -9.218 2.096  0.1032
H93 8.845 -9.042 0.430  0.1212
H94 7.290 -11.458 1.477  0.0644
H95 9.045 -11.407 1.218  0.0825
H96 7.937 -11.262 -0.155  0.0732
H97 4.754 -6.695 3.248  0.1070
H98 4.089 -5.671 1.986  0.0992
H99 7.112 -6.111 2.283  0.0756
H100 6.228 -4.729 2.961  0.0581
H101 6.301 -4.991 1.205  0.0718
H102 5.853 -10.713 -0.620  0.0932
H103 4.207 -10.647 -1.193  0.1292
H104 4.933 -11.776 1.554  0.0629
H105 4.657 -12.752 0.090  0.0854
H106 3.347 -11.780 0.793  0.0808

Properties
E_LUMO in eV: -3.04
HOMO level in eV: -10.73
Kohn-Sham gap in hartree: 0.283
Net charge: +1

2.
DFT (wB97M-V/def2-TZVPD) results for 10 unconnected molecules or ions with the total composition C46H108N8O14 at a distorted geometry.

Last column: Löwdin charge in e.
CARTESIAN COORDINATES (ANGSTROEM)
C1 -2.920 2.895 0.562  -0.0266
C2 -4.250 2.372 -0.083  -0.4340
C3 -4.147 2.480 -1.621  -0.0432
C4 -4.547 0.898 0.280  -0.1085
C5 -5.061 0.767 1.747  -0.1888
C6 -6.276 1.655 1.952  -0.1260
C7 -5.998 3.178 1.601  -0.5568
C8 -7.301 3.973 1.585  -0.0518
C9 -5.089 3.720 2.679  -0.0506
N1 -5.497 3.250 0.242  -0.0489
O1 -5.138 4.657 0.016  -0.0648
H1 -2.941 3.978 0.569  0.0651
H2 -2.818 2.629 1.630  0.0659
H3 -2.081 2.432 0.009  0.0946
H4 -5.051 2.197 -2.103  0.0707
H5 -3.732 3.409 -2.036  0.0846
H6 -3.482 1.712 -1.982  0.0633
H7 -5.264 0.541 -0.429  0.1099
H8 -3.578 0.396 0.128  0.1066
H9 -5.336 -0.275 1.972  0.1112
H10 -4.276 0.888 2.471  0.0624
H11 -6.587 1.523 3.044  0.1360
H12 -7.197 1.312 1.376  0.1346
H13 -7.900 3.708 2.505  0.1048
H14 -7.961 3.752 0.743  0.0830
H15 -7.098 4.998 1.448  0.0551
H16 -5.678 4.021 3.641  0.1196
H17 -4.606 4.673 2.382  0.0844
H18 -4.352 2.967 2.989  0.0572
H19 -5.768 5.079 -0.602  0.1136
C10 -1.159 -4.822 -4.443  -0.0192
C11 -0.597 -4.522 -3.020  -0.4999
C12 0.004 -5.855 -2.462  -0.0291
C13 0.581 -3.570 -2.970  -0.1274
C14 0.091 -2.182 -3.397  -0.1989
C15 -0.958 -1.653 -2.567  -0.1544
C16 -2.140 -2.602 -2.354  -0.4842
C17 -3.003 -2.216 -1.178  -0.0280
C18 -3.057 -2.604 -3.518  -0.0525
N2 -1.599 -4.001 -2.066  -0.0800
O2 -2.651 -4.916 -2.078  -0.0707
H20 -0.510 -5.547 -4.939  0.0845
H21 -2.136 -5.325 -4.294  0.0872
H22 -1.372 -4.002 -5.073  0.0430
H23 0.287 -5.823 -1.404  0.0746
H24 -0.623 -6.769 -2.726  0.1057
H25 0.917 -5.934 -3.001  0.0595
H26 1.009 -3.623 -1.975  0.1117
H27 1.318 -3.842 -3.719  0.1235
H28 0.962 -1.582 -3.212  0.0942
H29 -0.107 -2.095 -4.504  0.1376
H30 -1.390 -0.697 -2.855  0.1204
H31 -0.599 -1.373 -1.564  0.1233
H32 -3.814 -2.905 -0.942  0.0885
H33 -3.421 -1.272 -1.354  0.0531
H34 -2.432 -2.109 -0.334  0.0356
H35 -3.849 -1.809 -3.429  0.1015
H36 -3.555 -3.620 -3.609  0.1063
H37 -2.678 -2.433 -4.514  0.0679
H38 -2.578 -5.356 -1.193  0.0720
C19 1.625 2.618 -2.581  -0.0500
C20 0.994 3.366 -3.744  -0.4962
C21 -0.281 4.014 -3.073  -0.0340
C22 2.031 4.462 -4.184  -0.1169
C23 3.186 3.911 -5.062  -0.1398
C24 2.484 3.193 -6.285  -0.1258
C25 1.543 2.090 -5.840  -0.5348
C26 0.712 1.623 -7.033  -0.0398
C27 2.387 0.910 -5.359  -0.0311
N3 0.536 2.641 -4.903  -0.0914
O3 -0.278 1.565 -4.500  -0.0298
H39 1.637 3.249 -1.667  0.0884
H40 1.168 1.643 -2.320  0.0911
H41 2.684 2.409 -2.748  0.0536
H42 -1.021 4.533 -3.773  0.1116
H43 -0.821 3.348 -2.505  0.0251
H44 0.078 4.815 -2.416  0.0783
H45 1.473 5.187 -4.821  0.1277
H46 2.433 4.943 -3.295  0.1139
H47 3.768 4.734 -5.427  0.0955
H48 3.806 3.203 -4.511  0.0908
H49 3.127 2.802 -7.048  0.1127
H50 1.873 3.940 -6.748  0.1050
H51 -0.056 0.905 -6.652  0.0888
H52 1.292 1.098 -7.779  0.0804
H53 0.119 2.456 -7.430  0.0910
H54 2.981 0.491 -6.155  0.0716
H55 1.733 -0.007 -5.059  0.1029
H56 3.101 1.081 -4.509  0.0755
H57 -1.101 1.998 -4.306  0.0876
C28 3.129 -0.804 1.051  -0.0134
C29 4.541 -1.340 0.641  -0.5492
C30 4.606 -2.773 1.180  -0.0360
C31 4.673 -1.448 -0.823  -0.1449
C32 4.905 -0.089 -1.561  -0.1500
C33 6.161 0.645 -0.948  -0.0971
C34 6.026 0.737 0.644  -0.4595
C35 7.405 1.242 1.258  -0.0270
C36 5.043 1.849 1.084  -0.0440
N4 5.686 -0.621 1.143  -0.0617
O4 5.485 -0.527 2.576  -0.0663
H58 3.053 -0.407 2.056  0.0501
H59 2.704 -0.095 0.381  0.0515
H60 2.313 -1.587 1.019  0.0943
H61 4.123 -2.768 2.205  0.1002
H62 4.066 -3.529 0.570  0.0863
H63 5.589 -3.119 1.226  0.0582
H64 5.546 -2.067 -1.033  0.1282
H65 3.681 -1.824 -1.179  0.1383
H66 5.033 -0.349 -2.596  0.0878
H67 3.997 0.581 -1.559  0.1002
H68 6.371 1.688 -1.305  0.1184
H69 7.116 0.078 -1.091  0.1195
H70 8.140 0.435 1.270  0.0875
H71 7.243 1.560 2.240  0.0489
H72 7.669 2.069 0.662  0.0620
H73 4.045 1.693 0.630  0.0720
H74 5.407 2.836 0.814  0.0771
H75 4.906 1.966 2.182  0.0746
H76 6.402 -0.698 2.869  0.1162
N5 -0.395 -3.402 1.139  0.1420
C37 0.758 -4.108 1.550  -0.6189
N6 0.937 -4.327 2.899  0.1810
O5 1.616 -4.430 0.738  0.0188
H77 -0.536 -3.703 0.174  0.0802
H78 -1.174 -3.622 1.746  0.0485
H79 0.406 -4.202 3.705  0.0511
H80 1.896 -4.731 3.011  0.1347
N7 -0.734 -0.537 1.802  0.1800
C38 -1.729 -0.374 2.692  -0.6391
N8 -1.648 0.699 3.605  0.1761
O6 -2.722 -1.083 2.623  -0.0039
H81 -0.825 -1.462 1.344  0.0595
H82 0.245 -0.307 2.081  0.0986
H83 -2.453 0.916 4.199  0.1116
H84 -0.973 1.427 3.514  0.0491
O7 1.675 -2.683 6.873  -0.0662
C39 0.512 -2.577 6.031  -0.2155
C40 -0.384 -1.346 6.402  -0.2098
O8 0.344 -0.155 6.253  -0.0665
H85 2.158 -1.838 6.738  0.0555
H86 0.831 -2.380 5.000  0.0919
H87 -0.122 -3.484 6.005  0.1232
H88 -0.789 -1.451 7.359  0.0970
H89 -1.285 -1.264 5.771  0.1180
H90 0.964 -0.067 6.950  0.0735
O9 -0.092 4.695 0.454  -0.0739
C41 -0.320 5.081 1.808  -0.1953
C42 0.434 4.075 2.739  -0.1950
O10 0.156 2.732 2.370  -0.0590
H91 -0.878 4.260 0.184  0.0152
H92 0.196 6.046 1.841  0.1176
H93 -1.363 5.264 1.959  0.1044
H94 0.126 4.242 3.732  0.0977
H95 1.521 4.320 2.765  0.1277
H96 0.474 2.665 1.517  0.0389
O11 -2.588 -5.763 0.501  -0.0763
C43 -3.800 -5.785 1.269  -0.1805
C44 -4.039 -4.349 1.703  -0.2045
O12 -2.923 -3.888 2.470  -0.0917
H97 -2.005 -5.139 0.931  0.0467
H98 -4.661 -6.095 0.657  0.1331
H99 -3.718 -6.482 2.104  0.1207
H100 -4.908 -4.358 2.331  0.1165
H101 -4.127 -3.740 0.804  0.1029
H102 -3.018 -2.941 2.520  0.0280
O13 1.807 -0.065 3.947  -0.0690
C45 2.694 0.921 4.401  -0.2513
C46 3.966 0.430 5.048  -0.1999
O14 3.566 -0.254 6.266  -0.1022
H103 1.129 -0.077 4.586  0.0016
H104 2.976 1.642 3.608  0.1116
H105 2.121 1.536 5.156  0.1384
H106 4.557 1.279 5.306  0.1104
H107 4.492 -0.254 4.372  0.1002
H108 4.363 -0.789 6.557  0.1238

Properties
E_LUMO in eV: 0.38
HOMO level in eV: -8.28
SMILES: CC1(C)CCCC(C)(C)N1O.CC1(C)CCCC(C)(C)N1O.CC1(C)CCCC(C)(C)N1O.CC1(C)CCCC(C)(C)N1O.NC(N)=O.NC(N)=O.OCCO.OCCO.OCCO.OCCO
Kohn-Sham gap in hartree: 0.318
Net charge: 0
Energy relative to the best compared isomer or geometry (same formula, charge and spin) in eV: 1.193